(1)
{
  "formula": "C29H43N4O16",
  "method": "ωB97M-V/def2-TZVPD",
  "species": ["C", "C", "O", "N", "C", "C", "C", "C", "N", "C", "C", "N", "N", "C", "H", "H", "H", "H", "H", "H", "H", "H", "H", "H", "H", "H", "H", "C", "C", "C", "O", "C", "O", "O", "H", "H", "H", "H", "H", "H", "C", "C", "C", "O", "C", "O", "O", "H", "H", "H", "H", "H", "H", "C", "C", "C", "O", "C", "O", "O", "H", "H", "H", "H", "H", "H", "C", "C", "C", "O", "C", "O", "O", "H", "H", "H", "H", "H", "H", "C", "C", "C", "O", "C", "O", "O", "H", "H", "H", "H", "H", "H"],
  "positions_angstrom": [[2.36270, -2.11311, -1.52029], [1.91603, -0.95309, -0.65597], [1.86904, -1.06116, 0.55123], [1.47292, 0.33647, -1.23577], [2.30542, 0.76594, -2.38877], [0.11420, 0.17079, -1.60923], [-0.33725, -0.68018, -2.60118], [-1.71013, -0.70774, -2.76626], [-2.52012, 0.02908, -2.03383], [-3.99463, -0.10146, -2.24162], [-4.42581, -1.39390, -1.50650], [-4.32943, -1.51552, -0.25625], [-2.14900, 0.88998, -1.10511], [-0.84660, 0.92363, -0.93542], [2.85190, -1.82258, -2.44479], [1.45805, -2.66350, -1.78507], [2.97312, -2.79553, -0.94222], [1.76823, 0.75207, -3.33504], [3.24511, 0.23383, -2.48417], [2.56043, 1.81297, -2.22764], [0.32561, -1.28435, -3.19573], [-2.14170, -1.35189, -3.51566], [-4.13580, -0.14467, -3.31910], [-4.49177, 0.77361, -1.86423], [-4.83718, -2.23522, -2.05926], [-3.95445, -0.64637, 0.11496], [-0.48835, 1.61357, -0.18436], [-5.46513, 3.59418, 3.87733], [-5.20314, 2.25018, 3.21566], [-3.74753, 1.91024, 3.01466], [-3.80055, 1.03980, 1.86753], [-4.89272, 1.39137, 1.15621], [-5.11973, 0.99986, 0.04610], [-5.67970, 2.22367, 1.84613], [-4.54431, 4.05582, 4.23490], [-5.95794, 4.28106, 3.19233], [-6.11121, 3.47169, 4.74444], [-5.72099, 1.45435, 3.75302], [-3.30685, 1.39911, 3.86671], [-3.13742, 2.77932, 2.75928], [1.51045, 6.07388, -4.71098], [1.41909, 4.83298, -5.58669], [0.17767, 3.99917, -5.38612], [0.62795, 2.68720, -5.76025], [1.96413, 2.64112, -5.51813], [2.61883, 1.64772, -5.52777], [2.44796, 3.87321, -5.25950], [0.58647, 6.24852, -4.15804], [2.33335, 5.99638, -4.00309], [1.68201, 6.95910, -5.32052], [1.54618, 5.09934, -6.63733], [-0.65279, 4.31381, -6.01353], [-0.14885, 3.96878, -4.34280], [6.51428, -0.49790, -0.50258], [6.60678, 0.97448, -0.12675], [5.29646, 1.72289, -0.15561], [5.70983, 3.06109, -0.42542], [6.87997, 2.98730, -1.12345], [7.38912, 3.89707, -1.67966], [7.36888, 1.71836, -1.09370], [5.47665, -0.82482, -0.60675], [7.04087, -0.70007, -1.43318], [6.96123, -1.11983, 0.27165], [7.10166, 1.08853, 0.84000], [4.75987, 1.66836, 0.79021], [4.63920, 1.39459, -0.96478], [-4.07953, -4.60174, 0.39594], [-3.63636, -5.11290, 1.75973], [-3.33485, -6.59166, 1.82469], [-3.60113, -6.89619, 3.19610], [-4.53214, -6.00738, 3.63410], [-5.12343, -6.09500, 4.65483], [-4.69109, -5.00190, 2.73018], [-3.98166, -5.37024, -0.37463], [-5.10944, -4.25442, 0.41545], [-3.45878, -3.76657, 0.08926], [-2.79126, -4.52545, 2.12864], [-2.30263, -6.82708, 1.57340], [-4.00337, -7.18963, 1.20036], [1.42716, -1.64456, 3.29452], [2.15314, -1.04920, 4.49300], [3.51878, -1.63236, 4.76780], [3.65956, -1.42946, 6.17562], [2.40884, -1.42123, 6.71046], [2.16797, -1.47489, 7.86696], [1.47241, -1.34601, 5.72512], [2.06451, -2.31786, 2.72543], [0.53528, -2.18656, 3.60825], [1.11725, -0.86090, 2.61785], [2.20382, 0.03917, 4.40350], [4.31478, -1.12451, 4.22653], [3.57160, -2.70506, 4.56460]],
  "forces_ev_per_a": [[-0.349, 0.345, -0.190], [0.332, 0.066, 1.924], [-0.034, 0.187, -1.803], [0.324, -1.321, -0.670], [-0.138, 1.046, -0.085], [0.072, -0.077, -0.223], [-0.200, 0.567, 0.561], [0.648, -0.608, -0.560], [-1.361, 0.602, -0.159], [0.386, -1.141, -0.531], [-0.229, 0.302, 0.220], [0.371, -0.056, -0.484], [0.654, -0.685, -0.582], [0.229, 0.850, 1.084], [0.078, -0.020, -0.006], [-0.041, -0.087, -0.035], [0.159, 0.087, 0.104], [0.068, -0.366, -0.126], [-0.068, -0.242, 0.091], [0.080, 0.048, 0.047], [-0.047, -0.061, -0.214], [-0.356, 0.017, 0.033], [-0.084, -0.207, -0.032], [0.055, 0.166, 0.343], [-0.026, 0.153, -0.370], [-0.022, -0.010, 0.429], [-0.069, 0.061, 0.091], [-0.120, -0.043, 0.211], [-0.065, 0.532, 0.286], [0.117, -0.181, 0.181], [0.044, 0.071, -0.132], [-0.344, 0.245, 0.061], [-0.082, 0.530, 0.443], [0.145, -0.241, -0.072], [0.039, 0.005, -0.117], [0.058, -0.037, -0.084], [-0.048, 0.026, -0.046], [0.042, -0.096, -0.118], [0.013, -0.170, -0.125], [-0.105, 0.064, -0.007], [-0.006, 0.197, -0.155], [0.039, 0.464, 0.365], [-0.162, -0.052, -0.222], [0.028, -0.004, 0.198], [0.214, 0.223, -0.135], [-0.131, -0.210, 0.148], [-0.191, -0.213, -0.109], [0.017, -0.103, 0.054], [-0.011, -0.103, 0.006], [0.068, -0.005, 0.032], [-0.022, -0.137, -0.032], [0.014, -0.166, -0.079], [0.092, 0.103, 0.027], [0.073, -0.140, 0.220], [0.020, -0.468, -0.267], [-0.088, 0.166, 0.329], [0.000, -0.137, -0.072], [0.135, -0.045, -0.059], [0.010, 0.107, -0.035], [-0.188, 0.197, 0.148], [-0.013, 0.079, -0.079], [-0.031, 0.100, -0.043], [0.041, -0.017, -0.056], [-0.043, 0.116, 0.004], [-0.007, 0.172, -0.009], [0.092, -0.132, -0.029], [0.295, -0.108, -0.145], [-0.317, 0.106, -0.431], [0.210, -0.123, 0.103], [-0.061, 0.100, -0.111], [-0.050, 0.020, 0.032], [-0.032, 0.003, 0.097], [0.185, -0.145, 0.092], [-0.100, -0.115, 0.112], [-0.013, -0.028, 0.097], [-0.075, 0.079, 0.019], [0.021, -0.086, 0.080], [0.010, -0.072, 0.165], [-0.045, 0.119, -0.066], [-0.141, 0.119, 0.250], [-0.317, -0.356, -0.300], [0.230, 0.125, 0.047], [-0.119, -0.038, -0.098], [-0.046, -0.009, 0.035], [-0.016, 0.021, 0.105], [0.241, 0.093, 0.052], [0.028, -0.062, 0.067], [0.093, -0.055, 0.151], [-0.096, 0.059, -0.011], [0.096, -0.002, 0.083], [0.065, 0.036, 0.160], [-0.124, 0.008, -0.071]],
  "lowdin_charge": [0.019, -0.395, 0.107, -0.038, -0.030, -0.188, 0.084, 0.026, -0.079, -0.053, -0.176, 0.153, 0.202, 0.023, 0.082, 0.089, 0.099, 0.076, 0.087, 0.099, 0.137, 0.158, 0.127, 0.102, 0.112, 0.025, 0.145, -0.002, -0.291, -0.077, 0.049, -0.546, 0.101, 0.111, 0.086, 0.095, 0.087, 0.162, 0.146, 0.140, -0.005, -0.305, -0.097, 0.053, -0.575, 0.150, 0.090, 0.083, 0.094, 0.086, 0.161, 0.142, 0.132, -0.004, -0.311, -0.108, 0.063, -0.551, 0.187, 0.086, 0.065, 0.095, 0.084, 0.159, 0.141, 0.107, -0.032, -0.318, -0.103, 0.065, -0.557, 0.181, 0.077, 0.081, 0.087, 0.040, 0.152, 0.138, 0.139, -0.026, -0.314, -0.103, 0.065, -0.556, 0.182, 0.077, 0.073, 0.093, 0.048, 0.155, 0.137, 0.139],
  "lumo_ha": -0.1823,
  "e_tot_ha": -2553.44164,
  "gap_ev": 7.47,
  "multiplicity": 1,
  "molar_mass_da": 703.675,
  "total_charge": 1,
  "e_homo_ev": -12.4
}

=====

(2)
{
  "formula": "C3H5NO2",
  "method": "ωB97M-V/def2-TZVPD",
  "species": ["C", "C", "O", "N", "C", "O", "H", "H", "H", "H", "H"],
  "positions_angstrom": [[-1.07307, -0.89640, 0.23447], [-0.56620, 1.76259, -0.32843], [-0.54358, 2.62417, 0.40726], [1.74011, 0.51077, -0.79212], [1.38418, -0.30226, 0.10635], [0.33380, -1.17228, 0.10980], [-1.55176, -0.75307, -0.74033], [-1.37660, -0.04970, 0.86475], [-1.44468, -1.79452, 0.71811], [1.07466, 0.49468, -1.56588], [2.02315, -0.42396, 0.98602]],
  "forces_ev_per_a": [[-0.112, -0.212, 0.008], [-0.370, 1.641, 0.318], [0.040, -0.726, -0.500], [-0.194, -0.523, 0.181], [0.180, 0.329, -0.075], [-0.049, -0.033, 0.190], [0.207, -0.111, 0.115], [0.623, -0.250, 0.007], [-0.228, -0.079, -0.150], [0.077, -0.005, -0.010], [-0.174, -0.032, -0.083]],
  "lowdin_charge": [-0.115, 0.009, 0.088, 0.095, -0.344, -0.129, 0.084, 0.060, 0.088, 0.042, 0.123],
  "lumo_ha": 0.0292,
  "e_tot_ha": -322.48299,
  "gap_ev": 11.25,
  "multiplicity": 1,
  "molar_mass_da": 87.078,
  "total_charge": 0,
  "e_above_lowest_kj_mol": 239.8,
  "e_homo_ev": -10.5
}

=====

(3)
{
  "formula": "C4H9N4S",
  "method": "ωB97M-V/def2-TZVPD",
  "species": ["C", "C", "C", "C", "N", "N", "N", "N", "S", "H", "H", "H", "H", "H", "H", "H", "H", "H"],
  "positions_angstrom": [[-3.36666, 1.15847, -0.47699], [-3.01751, -0.08257, -0.83832], [3.10312, -0.17440, 0.20949], [-1.04519, -1.46760, 0.12313], [2.68634, -1.31467, -0.22682], [0.10063, -1.48908, -0.01684], [4.35577, 0.20326, 0.31408], [-3.39855, 1.69990, 0.75720], [-2.68585, -1.39929, 0.33469], [-3.62877, 1.84843, -1.27252], [-3.01566, -0.39310, -1.86553], [2.34084, 0.53769, 0.51144], [-3.29340, 1.11108, 1.56694], [3.33366, -2.02792, -0.54011], [1.64136, -1.50504, -0.22135], [4.59623, 1.11082, 0.67995], [5.11797, -0.41432, 0.06780], [-3.82434, 2.59834, 0.89377]],
  "forces_ev_per_a": [[0.053, 0.208, -0.003], [-0.008, -0.656, 0.149], [-0.286, 0.181, 0.065], [1.345, 0.113, -0.009], [0.233, -0.382, -0.190], [-0.974, -0.114, 0.063], [0.459, -0.001, 0.008], [-0.001, -0.075, 0.207], [-1.099, 0.525, -0.197], [0.014, -0.056, -0.016], [-0.058, 0.020, -0.163], [0.055, -0.023, 0.028], [-0.012, 0.071, 0.003], [-0.049, 0.088, 0.055], [0.477, 0.093, -0.001], [-0.071, -0.060, -0.043], [-0.075, 0.113, 0.027], [-0.003, -0.045, 0.017]],
  "lowdin_charge": [-0.275, -0.417, -0.208, -0.572, 0.162, 0.115, 0.175, 0.085, 0.971, 0.129, 0.061, 0.160, 0.087, 0.142, 0.011, 0.133, 0.138, 0.105],
  "lumo_ha": -0.0937,
  "e_tot_ha": -774.79341,
  "gap_ev": 9.14,
  "multiplicity": 1,
  "molar_mass_da": 145.211,
  "total_charge": 1,
  "e_above_lowest_kj_mol": 53.6,
  "e_homo_ev": -11.7
}